Computed, not measured: an isolated molecule of C5H10O at a distorted geometry, with ωB97M-V/def2-TZVPD.

The calculation puts the total energy at -271.68659 a.u. The charge is 0. Its structure (SMILES) is COC=C(C)C. The LUMO energy is 1.03 eV. Its HOMO energy is -8.069 eV. Its orbital gap is 9.100 eV.

Structure (XYZ):
```
16
Properties=species:S:1:pos:R:3:mulliken_charge:R:1
C 0.848 0.035 -0.036 0.64
C 1.116 1.466 -0.034 -1.04
H 1.953 -1.682 0.816 0.30
H 1.049 1.991 1.042 0.20
H -2.743 -1.272 -0.155 0.32
H -0.707 -1.438 -0.069 0.31
O -1.468 0.454 -0.003 -0.29
H 0.312 1.970 -0.653 0.30
C -2.726 -0.180 0.022 -0.67
H 2.220 1.613 -0.374 0.34
H 2.115 -1.518 -0.874 0.30
H -3.380 0.292 -0.756 0.22
C -0.395 -0.413 -0.126 -0.17
H 2.945 -0.363 0.188 0.41
H -3.188 -0.038 0.988 0.23
C 2.049 -0.920 0.024 -1.40
```

***

Computed, not measured: a cluster of 2 separate species, C7H12N4OS in total at a distorted geometry, with ωB97M-V/def2-TZVPD.

The spin multiplicity is 3. The calculation puts the total energy at -965.26582 a.u. The charge is +2. The LUMO energy (spin up / spin down) is -10.10 / -10.85 eV. Its HOMO energy (spin up / spin down) is -14.330 / -17.119 eV. Its orbital gap (spin up / spin down) is 4.231 / 6.269 eV.

Structure (XYZ):
```
25
Properties=species:S:1:pos:R:3:mulliken_charge:R:1
N -2.012 -1.017 -0.137 -0.44
C 0.432 -1.158 -0.032 0.43
H 1.052 -3.009 -1.004 0.50
H -3.850 -0.322 -1.512 0.25
O 4.458 -0.524 0.360 -0.16
H -0.606 2.766 0.730 0.38
H -5.191 -1.318 -0.680 0.34
H 2.175 -0.797 2.007 0.40
N 0.059 0.895 1.275 -1.02
C 1.475 -2.169 -0.497 -0.61
C -4.423 -0.476 -0.544 -0.67
N 1.004 0.234 0.446 0.69
C 3.326 -0.845 0.270 0.35
H 3.563 -2.835 -0.670 0.42
H 1.789 0.432 -1.542 0.38
H 1.586 2.063 -0.545 0.34
C 1.192 0.973 -0.769 -0.94
S -3.324 -1.062 0.811 0.32
C 2.812 -2.087 -0.300 -0.53
H -4.795 0.477 -0.005 0.33
H 0.126 1.012 -1.257 0.36
N -0.823 -1.255 -0.072 0.44
H 2.738 0.968 1.481 0.49
H 0.484 1.188 2.093 0.27
C 2.274 -0.020 1.176 -0.33
```

***

- Which formula does entry 1 have?
  C5H10O

***

- charge of number 2 (C7H12N4OS)?
  +2

***

- Look up the charge of the first one.
  0